172
Properties=species:S:1:pos:R:3:forces:R:3 method="wB97M-V/def2-TZVPD" relative_energy_kcal_mol=72.4 total_energy_ev=-81441.699 spin_multiplicity=1 largest_force_ev_per_a=2.86
O 4.17641 -2.91041 -5.61406 0.1 0.3 0.1
H -3.70813 12.56389 -2.70119 0.7 -0.1 0.3
C 4.50821 -6.60047 4.11706 -1.4 0.4 0.6
H 5.41472 -6.74534 6.11478 -0.4 0.2 0.0
O 2.87324 -0.60548 -0.85246 0.8 0.7 -0.7
H 4.55905 -7.83913 -5.59976 0.0 0.2 -0.5
H 7.62706 1.33740 -4.83781 0.0 0.2 0.2
C -3.40386 2.07375 6.66247 1.7 0.1 -0.6
H -4.47929 -6.22203 2.29768 0.0 0.4 -0.2
H -2.68821 6.72976 -1.72946 0.1 -0.2 -0.7
H -6.29133 -9.67554 0.22549 0.6 -0.5 0.3
C -4.66873 -0.46880 -7.26225 -0.5 -0.1 -0.8
H -5.50329 1.05721 7.11718 -0.1 -0.6 0.7
H 7.10401 0.03744 -5.41088 -0.2 -0.2 0.0
C -2.91281 8.38030 -3.22378 -0.6 -1.0 2.2
H 6.44475 -4.92112 4.06385 -0.2 0.1 -0.3
H 3.56197 -8.43550 -2.24424 0.3 0.2 0.1
H 5.20971 7.33670 5.24354 0.0 0.0 0.2
H 7.19466 -7.67405 -3.32816 0.1 -0.9 -0.1
C 0.50573 0.11008 -0.95653 -0.1 -0.4 -0.5
H 3.77467 1.38050 -7.72231 0.4 0.2 0.0
C 4.34687 1.40623 7.96765 -0.4 -0.4 -0.8
H 3.95392 -7.53863 4.14426 0.6 -0.4 0.1
H -7.86458 4.43052 -2.72746 0.0 0.4 -0.2
C -3.11157 5.95061 8.51102 1.1 1.0 -0.4
H -6.26978 2.19061 0.24670 0.0 0.4 -0.4
O 5.22569 2.55380 -9.69757 -0.4 0.5 -0.4
H -3.92349 8.08816 -3.50891 -0.6 0.7 0.4
H -2.37493 2.40479 6.80320 0.1 0.2 0.3
H 6.56152 -1.70387 0.51897 -0.3 0.0 -0.1
C -2.68055 7.81760 -1.79758 -0.8 0.4 0.0
H -5.19533 4.51522 8.28356 -0.3 -0.1 0.3
C -4.39834 2.59927 7.65650 0.6 1.0 -0.9
C -7.00417 0.22407 0.03223 0.6 0.2 -1.1
H -3.17535 -6.40016 1.01447 -0.1 0.6 0.0
O 4.92477 9.37556 4.81345 0.8 0.0 0.2
C -7.25313 1.72907 0.15667 0.3 -0.3 -1.3
C 6.22810 -7.71075 -2.82564 0.1 1.3 -0.6
C -4.37183 4.14901 7.67049 -0.5 -0.2 0.7
C 4.88517 7.69350 3.16057 1.1 0.0 0.4
C 4.18858 0.47939 -10.35267 -0.6 0.2 -0.2
H -5.73182 -0.70482 -7.30973 -0.4 0.9 -0.7
H -5.88344 2.22396 6.27921 0.0 1.1 -0.3
H 6.63383 -10.77472 5.26461 0.0 -0.3 -0.4
C 6.82864 -9.99875 4.52432 1.1 0.4 0.8
H -3.79904 -9.96740 -0.46349 0.3 -0.1 -0.4
H 3.36501 0.95570 10.79188 1.0 -0.3 -0.3
H -2.44733 7.86206 -4.99926 0.6 -0.1 -0.8
H 2.65734 8.41324 5.69153 0.6 -0.2 0.5
H -9.54444 4.10126 -2.18618 -0.2 -0.1 -0.6
H 2.04676 0.07250 10.22849 -0.3 0.1 -0.4
C 5.68726 -6.50743 5.08657 0.3 -1.1 -1.4
H 3.24180 0.16734 -10.79352 0.1 -0.4 -0.1
H -3.69578 6.35760 9.33634 -0.7 -0.5 0.1
H 5.23175 -9.11664 -3.97074 -0.1 -0.3 -0.3
O -4.33013 -8.02448 1.32130 -0.4 -1.0 0.5
H -4.33567 0.81782 -5.63737 -0.2 0.2 0.1
H 1.47781 -1.38323 0.30922 -0.6 -0.3 -0.1
N -7.95518 1.93768 1.34809 -1.2 0.6 1.9
H 0.34475 -0.44288 -1.88196 0.6 0.1 -0.4
C 2.79250 0.78694 9.87983 0.1 0.3 0.3
H -4.59071 -7.22597 -0.48422 -0.3 0.4 -0.4
H -6.58242 0.07717 -0.96208 -0.4 -0.5 -0.3
H 7.82808 -0.98035 0.92423 0.1 0.2 0.0
O 5.22341 -7.37461 -5.08552 -0.2 -0.4 1.5
H 1.80143 1.56421 0.71908 0.5 0.1 -0.2
H 4.73317 -6.40543 3.06852 0.5 0.1 0.1
C 3.50311 0.31354 8.59718 -1.0 0.6 1.3
H -8.75561 1.32455 1.28915 -0.3 -0.3 0.4
H 4.75417 0.94291 7.06901 1.0 0.0 0.2
C 3.95418 1.91190 -9.84906 0.7 -1.0 1.0
C -5.73105 -9.07016 -0.48703 1.9 1.8 0.7
H -1.72555 8.11851 -1.36686 -0.2 0.4 0.1
H -8.36813 2.85661 1.27660 0.0 0.5 0.5
H -4.20705 -9.04923 -2.00292 0.2 0.2 0.3
C 3.09218 7.85624 4.86160 -0.2 -0.6 0.1
H 3.02363 2.95202 -8.13982 0.7 0.3 0.0
C 3.24449 1.94379 -8.49024 -1.0 0.2 0.2
O 4.24455 -0.82966 8.93117 0.6 -0.4 0.4
H -2.88540 -0.72114 -8.41556 0.0 0.1 -0.1
H 2.89230 -8.20846 -3.81816 0.2 -0.3 -0.4
H 3.49236 -6.81643 -3.04024 0.1 0.1 0.4
C -8.09059 2.39249 -1.00731 1.0 -1.0 0.9
H -2.08189 6.15726 8.80286 0.1 0.1 -0.2
O 7.34402 -1.79443 1.06277 0.1 -0.2 0.2
O -3.95938 10.45229 -2.62650 0.1 0.0 -0.6
H 2.69593 -0.97037 -1.72253 -0.1 -0.1 0.0
H -7.25996 -8.04000 -0.96132 -0.9 0.1 -0.7
C 3.70384 -7.87781 -3.16996 -0.2 0.6 -0.5
H -4.89421 -2.15744 -6.34400 0.2 0.0 0.0
H -1.93040 10.41065 -2.93765 0.4 -0.5 0.3
H 2.68408 -0.00710 7.95338 0.0 0.3 -0.5
H -3.55963 8.07640 -1.20737 0.4 0.5 0.5
H -5.26155 11.96039 -2.34554 -0.3 -0.2 -0.5
H -3.33236 0.98808 6.59675 -0.3 -0.1 0.3
H -2.99372 -7.12739 2.58167 -0.2 -0.3 0.1
H 7.26505 -5.26103 5.38256 0.1 0.1 0.3
N -5.68306 2.04186 7.25224 -0.8 -0.3 0.5
H 6.21738 -6.67753 -2.47859 -0.7 0.2 0.3
H -5.25750 1.62158 -6.90455 0.2 0.0 -0.2
H 4.91157 2.93215 -2.58094 -0.2 -0.2 0.0
C -2.81982 9.91557 -3.32741 -0.7 0.3 0.1
H -4.55239 4.60956 6.69921 0.3 -0.1 -0.5
H -3.32551 6.48747 7.58684 -0.1 0.5 0.0
O 7.80094 0.68504 -5.51636 0.1 0.0 -0.2
H 2.48625 8.23783 4.03982 0.4 0.0 -0.5
H -7.66589 2.05608 -1.95312 -0.1 0.5 -0.5
H 2.23586 1.53682 -8.41847 -0.1 -0.5 -0.8
H -0.17175 -5.32630 -6.35204 0.0 -0.2 -0.1
H 7.87735 -9.71395 4.60899 0.5 -0.6 -0.3
C 1.91865 0.52518 1.02696 -0.2 0.5 0.4
H -2.23114 6.64068 -4.02117 0.0 -0.1 0.5
H 2.85317 0.37420 1.56732 0.2 0.0 -0.4
H -4.26292 0.03420 -9.30893 0.3 0.1 -0.1
H -0.48621 -0.03459 -0.52848 0.2 0.3 0.8
H 5.19359 4.41438 -2.45702 -0.1 0.2 0.0
C -4.55264 -9.70972 -1.20768 -0.7 -0.7 0.8
H 4.64977 -1.22031 8.15349 0.0 0.1 -0.2
H 3.70145 -5.91696 4.38175 0.2 0.5 0.1
H 3.79675 2.21818 7.49202 -0.5 0.1 0.6
H -3.67303 2.41546 5.66303 -0.2 0.1 -0.1
H 6.60982 -10.32144 3.50644 -0.3 0.1 -0.1
O -0.06566 -4.39745 -6.14657 0.3 0.1 0.0
N 6.32171 -5.19857 5.02718 -0.1 0.1 0.0
C 5.09242 -8.05062 -3.79104 0.3 -0.6 0.1
C -4.42778 0.94016 -6.71655 0.1 -0.6 0.7
H -0.95906 -4.07331 -6.03259 -0.2 0.2 0.0
H 4.45623 8.35027 2.40376 -0.6 0.1 0.5
N -2.06864 7.63508 -4.09088 1.2 0.5 -1.9
H 0.68811 1.17038 -1.13144 -0.3 0.0 -0.4
H 7.61227 -7.39535 5.21557 0.3 -0.4 0.7
H -4.27924 -1.68958 -8.98818 0.2 -0.1 0.0
C -3.96154 -0.72645 -8.58874 -0.8 0.2 0.1
O -4.24189 -1.45328 -6.35911 1.0 -0.7 1.4
H 3.37574 2.43766 -10.60872 0.3 0.3 0.1
O 5.62253 3.55874 -2.44619 0.2 -0.1 0.0
H -7.10098 -9.41117 -1.88617 -0.4 0.1 -0.1
H -8.80740 5.50757 -1.54500 0.6 0.2 -0.3
H 5.01649 9.52040 5.75801 0.0 0.2 0.1
C 6.67874 -7.60767 4.69447 0.5 -0.3 -0.1
C 4.61223 8.00074 4.61891 -2.5 1.1 -0.8
H 4.47364 -0.24693 -9.59156 -0.1 0.2 0.3
H -4.93304 -10.60290 -1.70327 0.3 -0.3 0.0
H 5.95460 7.89325 3.09337 0.3 -0.7 -0.5
H 4.58582 6.66357 2.96631 0.4 0.0 -0.2
H -6.04012 -7.12792 0.57434 -0.2 0.2 0.1
H -9.11274 2.03308 -0.88832 -0.2 -0.4 -0.4
H -6.21234 -0.16812 0.67041 -0.1 0.5 0.5
H 1.14821 0.42953 1.79205 -0.3 -0.4 -0.1
H 6.22019 -8.36924 -1.95706 0.1 0.0 -0.2
C -3.73472 -6.86398 1.82693 0.5 -0.3 0.0
C -5.19805 -7.74363 0.25826 0.1 -1.6 -1.1
H 5.05411 1.82129 8.68572 0.3 -0.2 -0.3
H -4.12659 2.34329 8.68058 -0.3 -0.4 0.0
H 4.57881 -3.77876 -5.59773 0.2 -0.3 0.0
N -6.62450 -8.60635 -1.50495 -0.5 0.8 0.0
O -3.14987 4.60285 8.23833 -0.5 -1.7 0.0
C 1.68043 -0.41374 -0.14590 -0.7 -0.6 1.5
H 7.02178 -7.57757 3.66029 -0.5 0.3 -0.6
H -4.55817 11.94865 -4.03829 -0.4 -0.6 -0.2
O 6.14119 -8.87986 4.98272 -1.3 0.9 0.3
C -4.39489 11.76352 -2.97660 0.5 0.0 0.7
H 3.29200 -3.06198 -5.94733 -0.3 0.0 -0.1
H -3.46934 1.35266 -7.03171 -0.1 0.1 -0.3
H -7.88332 -0.39401 0.21434 -0.2 0.1 -0.3
H 2.83983 6.79928 4.94678 -0.2 -0.1 0.2
H -2.83795 10.20651 -4.37771 -0.3 0.0 -0.4
O -8.13604 3.78731 -0.80672 1.3 -0.7 1.0
H 2.39295 1.78507 9.70034 -0.6 -0.2 -0.2
H 4.97038 0.45388 -11.11178 -0.1 0.2 -0.1
H 5.65025 2.18251 -8.92072 0.1 -0.1 0.1
C -8.57259 4.50483 -1.90204 -1.1 0.0 0.0